The following is a quantum chemistry calculation of an isolated molecule of C11H15NOS, from the Open Molecules 2025 dataset.

Summary:
LUMO level = 0.624 eV
Largest force on an atom = 1.119 eV Å⁻¹
E_HOMO = -0.314 Ha
Gap between HOMO and LUMO = 9.1651 eV
Calculated total energy = -956.36715 Ha

The geometry in XYZ format:
```
29
Properties=species:S:1:pos:R:3:mulliken_charge:R:1
H 4.9535 -1.1189 -0.1639 0.306
H -2.3913 1.3502 1.3642 0.464
O -0.2236 0.8430 1.2138 -0.604
C 5.1241 -0.2988 -0.8568 -1.149
C -5.4243 0.1952 0.4107 -0.522
H 5.7540 0.4415 -0.3675 0.301
H -6.4741 0.4297 0.5000 0.375
C 3.8089 0.3289 -1.3035 -0.345
H -4.7827 1.8801 1.5624 0.361
C -2.7208 -0.4068 0.1852 0.671
H 4.0174 1.0864 -2.0620 0.306
H -3.3598 -2.0961 -0.9700 0.302
H 3.7050 1.6630 0.3878 0.352
S 1.1938 -1.0721 0.0818 -0.249
H -1.2037 -1.6043 -0.5020 0.195
C -5.0192 -0.9219 -0.3012 -0.514
C -3.1267 0.7158 0.8987 -0.458
C -0.2851 -0.1526 0.5441 0.587
N -1.3749 -0.7652 0.0373 -0.095
H -5.7517 -1.5623 -0.7697 0.369
H 3.2197 -0.6720 1.2391 0.437
C -3.6761 -1.2238 -0.4152 -0.497
H 1.9485 0.5132 1.6479 0.350
H 3.1776 -0.4362 -1.7615 0.284
H 2.2226 1.5861 -0.5672 0.265
H 5.6622 -0.6927 -1.7156 0.354
C -4.4747 1.0075 1.0061 -0.551
C 3.0407 0.9882 -0.1584 -0.567
C 2.4605 -0.0050 0.8356 -0.730
```



The following is a quantum chemistry calculation of a cluster of 2 separate species, C7H18N2O in total, from the Open Molecules 2025 dataset.

Summary:
LUMO level = 0.819 eV
Largest force on an atom = 4.034 eV Å⁻¹
E_HOMO = -0.340 Ha
Gap between HOMO and LUMO = 10.0822 eV
Calculated total energy = -462.17200 Ha

The geometry in XYZ format:
```
28
Properties=species:S:1:pos:R:3:mulliken_charge:R:1
H -2.8767 -1.2420 1.0038 0.412
C 2.6951 1.2577 -0.7951 -1.345
H -1.6443 -1.9072 -1.2704 0.387
C 0.7850 2.8934 -0.3130 -1.260
N -1.6476 -0.0375 0.5801 -0.774
H -1.7011 0.4250 1.4876 0.277
H 0.1470 -0.9041 2.5113 0.408
H -0.2683 3.0702 -0.5177 0.336
H -0.3273 -2.9088 -0.6642 0.431
C 0.3267 -1.3256 1.5217 -1.482
H -0.0080 -1.2463 -1.2284 0.287
H -2.0328 -3.2165 1.1844 0.327
C -2.0978 -2.1424 1.3892 -1.593
H 0.7109 -2.3343 1.6581 0.383
H 1.0829 -0.7299 1.0091 0.174
H 1.3511 3.7772 -0.6118 0.419
H 2.9441 0.3887 -1.3986 0.315
C 1.2890 1.6964 -1.0613 0.956
C -0.9669 -1.3769 0.7080 2.005
N 0.6584 1.0516 -1.9539 -0.417
H 0.9337 2.7539 0.7585 0.294
H -1.0016 0.8111 -2.8039 0.362
C -0.7129 -1.8924 -0.7068 -1.623
H -2.0814 -2.0140 2.4653 0.331
H 3.3893 2.0662 -1.0259 0.398
O -0.6631 1.4758 -2.1908 -0.397
H -1.0996 0.6002 0.0042 0.091
H 2.8165 1.0106 0.2605 0.299
```



The following is a quantum chemistry calculation of the ion C3H8NO with charge +1, from the Open Molecules 2025 dataset.

Summary:
LUMO level = -4.887 eV
Largest force on an atom = 6.467 eV Å⁻¹
E_HOMO = -0.569 Ha
Total charge = +1
Gap between HOMO and LUMO = 10.6007 eV
Calculated total energy = -248.76975 Ha

The geometry in XYZ format:
```
13
Properties=species:S:1:pos:R:3:mulliken_charge:R:1
N 0.5185 0.2452 -0.5650 -0.364
C -1.6812 0.4715 0.4183 0.095
H -0.2909 0.1891 -1.3598 0.452
H 1.6854 -1.2059 -1.2404 0.390
H 1.2281 0.9691 -1.0166 0.421
O -1.8965 -0.6150 -0.2717 -0.453
C 1.0633 -1.0678 -0.3748 -0.872
C -0.2476 0.8128 0.7309 -0.408
H 0.3022 -1.8924 -0.1227 0.287
H -2.5518 0.9896 0.9058 0.378
H 1.6483 -1.1752 0.5031 0.399
H -0.1220 1.8900 0.8585 0.353
H 0.3442 0.3889 1.5343 0.321
```



The following is a quantum chemistry calculation of a cluster of 2 separate species, C4H9O in total, from the Open Molecules 2025 dataset.

Summary:
LUMO level = 4.316 eV
Largest force on an atom = 0.242 eV Å⁻¹
E_HOMO = -0.089 Ha
Total charge = -1
Gap between HOMO and LUMO = 6.7449 eV
Calculated total energy = -232.99325 Ha

The geometry in XYZ format:
```
14
Properties=species:S:1:pos:R:3:mulliken_charge:R:1
H -2.7997 -0.5211 -1.6673 0.235
H 2.3884 0.9327 0.6920 0.185
H 0.6729 0.2593 1.0473 0.222
C 1.6063 0.7163 1.4167 -0.337
C -0.7744 -0.9921 -1.0769 -0.249
H -1.6337 0.7816 -1.9581 0.274
H -0.9548 -2.0963 -1.1921 0.176
H 1.0468 0.7954 3.4391 0.263
H 0.2325 -0.8381 -1.5521 0.166
H 2.7391 1.4453 3.0365 0.244
H -1.6995 -0.6232 -3.0626 0.329
C -1.7867 -0.2982 -2.0149 -1.050
O -0.8448 -0.5614 0.1962 -0.880
C 1.8076 0.9999 2.6962 -0.577
```



The following is a quantum chemistry calculation of a cluster of 5 separate species, H10O5 in total, from the Open Molecules 2025 dataset.

Summary:
LUMO level = -0.045 eV
Largest force on an atom = 2.252 eV Å⁻¹
E_HOMO = -0.403 Ha
Gap between HOMO and LUMO = 10.9107 eV
Calculated total energy = -382.17892 Ha

The geometry in XYZ format:
```
15
Properties=species:S:1:pos:R:3:mulliken_charge:R:1
H -0.6111 1.9103 1.7247 0.371
H 1.4229 0.1213 1.1347 0.369
H -0.0511 -0.4617 -1.9313 0.281
H -0.0241 -0.0007 0.8007 0.302
H 0.0259 -1.8017 -2.4353 0.299
H 2.9199 0.1573 -0.4833 0.325
H -2.8931 -0.3717 0.6837 0.319
O 0.4949 -1.2437 -1.8413 -0.602
H 1.9759 -1.2177 -0.4383 0.348
O 2.7559 -0.7567 -0.1353 -0.697
H -2.3741 -0.9457 -0.6643 0.297
O -1.2991 2.5103 1.3157 -0.662
O -2.1171 -0.7637 0.2527 -0.603
H -0.7961 2.6813 0.4847 0.292
O 0.5699 0.1823 1.5317 -0.639
```



The following is a quantum chemistry calculation of a structure of composition C14H17N3OTc, from the Open Molecules 2025 dataset.

Summary:
Expectation value of S² = 3.8105
LUMO level (alpha / beta) = -8.908 / -12.296 eV
Largest force on an atom = 3.725 eV Å⁻¹
2S+1 = 4
E_HOMO (alpha / beta) = -0.580 / -0.557 Ha
Total charge = +2
Gap between HOMO and LUMO (alpha / beta) = 6.8632 / 2.8669 eV
Calculated total energy = -863.23018 Ha

The geometry in XYZ format:
```
36
Properties=species:S:1:pos:R:3:mulliken_charge:R:1
H 2.3385 3.6417 -1.9772 0.432
H -5.3876 1.4419 -0.5192 0.357
C 1.9961 -0.0847 -1.2418 0.563
H -4.5088 2.2806 0.7414 0.323
C -1.4237 1.9004 0.6829 -1.633
C 0.6912 -2.8643 0.6465 -0.157
H 1.5319 -4.7835 1.0191 0.432
H 3.5847 -4.3760 -0.4147 0.494
C -4.4374 0.1204 0.8833 -0.589
H -3.6130 1.5149 -0.5961 0.090
O 0.3581 -0.0233 4.3629 -0.401
N 0.7768 -1.6729 0.0056 -0.171
C -4.4664 1.4151 0.0765 -0.797
H -4.6624 -0.7274 0.2320 0.277
H 3.7771 -2.0636 -1.4435 0.351
C 2.8107 -3.6185 -0.2930 -0.575
H -2.3225 1.7660 1.3189 0.416
H -0.1750 -2.9405 1.3053 0.517
H 3.9410 -0.3638 -2.0995 0.317
H -5.2395 0.1605 1.6327 0.272
C 2.9021 -2.3834 -0.8983 -0.359
C 1.1454 2.0841 -1.1307 -0.063
C 2.2621 2.5689 -1.8111 -0.630
C 1.8637 -1.4433 -0.7669 0.989
C 3.2943 1.7132 -2.2216 -0.581
C 3.1501 0.3648 -1.9117 -0.348
C -0.1467 -0.1370 3.2954 0.570
H -1.7761 2.4637 -0.2051 0.593
H 0.3348 2.7035 -0.7722 0.482
N 1.0255 0.7702 -0.7878 -0.185
H 4.1837 2.0710 -2.7516 0.479
N -0.6316 -0.2720 2.1972 -0.646
Tc -0.5917 0.0535 0.3164 1.134
H -0.7765 2.6085 1.2339 0.509
C 1.6751 -3.8490 0.4928 -0.598
H -3.4838 -0.0398 1.3992 0.134
```